# 1
Density functional theory data (wB97M-V/def2-TZVPD) for an isolated molecule of C19H27N3O5S in a non-equilibrium geometry.

Its net charge is 0. As for the HOMO energy: -8.69 eV. Its HOMO-LUMO gap is 8.79 eV. The value obtained for the energy above the lowest of the compared OMol25 structures with the same formula, charge and spin is 345.74 kcal per mole.

Cartesian coordinates (Å):
C  -4.37  0.36  -2.50
C  -4.47  1.51  -1.63
O  -4.26  0.98  -0.44
C  -3.08  1.37  0.16
O  -2.32  1.93  -0.41
N  -2.81  1.10  1.27
C  -1.46  0.95  1.71
C  -1.13  -0.37  2.02
C  -2.05  -1.36  1.28
N  -2.07  -1.11  -0.30
S  -1.00  -1.86  -1.03
O  -1.42  -1.88  -2.43
O  -0.65  -3.19  -0.56
C  0.60  -0.67  -1.04
C  0.37  0.60  -1.21
C  1.45  1.38  -1.28
C  2.55  0.94  -0.54
C  2.76  -0.40  -0.29
C  1.61  -1.29  -0.31
C  4.24  -0.77  0.13
C  4.20  -1.43  1.60
C  4.91  -1.68  -0.80
C  4.79  0.52  0.03
O  6.00  1.08  0.34
N  3.91  1.47  -0.64
C  4.16  2.87  -0.46
C  -3.58  -1.19  1.76
C  -3.63  0.13  2.17
H  -4.54  0.72  -3.69
H  -4.97  -0.57  -2.19
H  -3.26  -0.02  -2.50
H  -5.51  1.92  -1.62
H  -3.95  2.34  -1.95
H  -0.75  1.32  1.02
H  -1.23  1.52  2.69
H  -1.22  -0.75  2.95
H  -0.04  -0.95  1.53
H  -1.74  -2.45  1.28
H  -3.01  -1.27  -0.59
H  -0.63  0.89  -1.66
H  1.29  2.50  -1.22
H  1.69  -2.21  -0.47
H  3.66  -0.39  2.20
H  3.66  -2.27  1.80
H  5.25  -1.32  2.02
H  4.81  -1.51  -1.92
H  4.49  -2.74  -0.64
H  5.92  -1.96  -0.48
H  3.49  3.53  -0.11
H  5.08  3.16  -0.35
H  4.10  3.01  -1.62
H  -3.40  -1.89  2.74
H  -4.35  -1.56  1.18
H  -4.60  0.39  1.91
H  -3.52  0.54  3.09

natural (NBO) population analysis, charges in e, atoms 1 to 6: -0.623, -0.098, -0.537, 0.878, -0.643, -0.398



# 2
Density functional theory data (wB97M-V/def2-TZVPD) for a 14-piece molecular cluster, C24H76N12O14 overall in a non-equilibrium geometry.

Its net charge is 0. As for the HOMO energy: -8.38 eV. Its HOMO-LUMO gap is 7.92 eV. The value obtained for the energy above the lowest of the compared OMol25 structures with the same formula, charge and spin is 116.55 kcal per mole.

Cartesian coordinates (Å):
C  -0.15  0.36  -0.16
O  1.05  -0.42  0.28
H  -0.28  1.11  0.61
H  -0.96  -0.34  -0.29
H  0.16  0.81  -1.09
H  0.76  -1.05  0.94
C  -3.04  1.99  -0.17
O  -3.04  2.59  1.05
H  -2.42  2.41  -0.87
H  -4.00  1.93  -0.68
H  -2.74  0.96  -0.17
H  -3.83  3.24  1.03
C  -1.35  0.07  -3.18
O  -0.14  0.51  -3.72
H  -1.29  -0.69  -2.41
H  -2.01  -0.19  -3.97
H  -1.91  0.83  -2.68
H  0.51  0.71  -3.08
C  3.22  0.88  -2.10
O  2.00  1.54  -2.21
N  3.31  -0.42  -1.94
N  4.39  1.45  -1.96
H  2.41  -0.94  -2.16
H  4.22  -0.85  -2.05
H  4.37  2.45  -2.16
H  5.17  0.93  -2.42
C  2.96  0.07  3.63
O  2.73  0.39  4.99
N  3.31  -1.11  3.22
N  2.71  0.82  2.61
H  3.46  -1.75  3.96
H  3.63  -1.28  2.25
H  2.39  1.76  2.89
H  2.45  0.50  1.67
C  0.63  -3.56  2.30
O  0.68  -3.85  3.62
N  -0.28  -4.04  1.52
N  1.34  -2.65  1.78
H  -1.04  -4.62  1.86
H  -0.32  -3.78  0.51
H  1.94  -2.21  2.45
H  1.51  -2.90  0.79
C  -2.00  -3.60  -1.60
O  -2.02  -3.57  -2.92
N  -1.12  -2.93  -0.88
N  -2.87  -4.22  -0.89
H  -0.33  -2.61  -1.48
H  -1.46  -2.38  -0.04
H  -3.48  -4.74  -1.58
H  -2.81  -4.62  0.07
C  1.72  -2.94  -1.89
O  2.16  -3.30  -0.65
N  2.02  -3.69  -2.92
N  1.02  -1.86  -2.15
H  2.58  -4.53  -2.91
H  1.68  -3.48  -3.83
H  0.82  -1.24  -1.35
H  0.60  -1.55  -3.08
C  -2.98  -1.45  1.37
O  -3.65  -0.34  1.95
N  -3.67  -2.30  0.68
N  -1.70  -1.65  1.55
H  -4.57  -1.80  0.33
H  -3.23  -3.02  -0.04
H  -1.27  -0.98  2.22
H  -1.22  -2.56  1.57
C  -0.27  4.20  1.50
C  0.88  3.32  1.67
C  1.79  3.11  0.51
O  1.64  3.60  2.62
H  -0.91  3.76  0.75
H  0.09  5.14  1.20
H  -0.86  4.20  2.33
H  0.41  2.42  1.88
H  2.36  2.28  0.56
H  2.45  3.94  0.35
H  1.29  3.25  -0.44
H  2.42  3.92  2.13
C  5.82  -2.17  1.72
C  5.16  -1.90  0.39
C  5.23  -3.16  -0.44
O  3.98  -1.47  0.47
H  5.83  -1.25  2.33
H  6.84  -2.39  1.42
H  5.45  -3.02  2.42
H  5.64  -1.14  -0.16
H  4.62  -3.05  -1.31
H  4.92  -4.16  0.04
H  6.29  -3.26  -0.74
H  3.58  -1.19  -0.39
C  -1.68  1.71  3.87
C  -0.73  0.56  4.12
C  -1.56  -0.60  4.74
O  -0.15  0.05  3.21
H  -1.17  2.66  3.58
H  -2.38  1.99  4.70
H  -2.20  1.62  2.92
H  0.03  0.69  4.87
H  -2.32  -0.93  4.09
H  -1.99  -0.28  5.76
H  -0.90  -1.45  5.04
H  0.68  0.53  2.96
C  0.44  5.86  -2.53
C  0.44  4.53  -3.26
C  -0.62  3.55  -2.87
O  0.47  4.72  -4.48
H  0.57  5.59  -1.49
H  -0.41  6.53  -2.64
H  1.30  6.32  -3.01
H  1.35  3.97  -3.01
H  -0.99  2.84  -3.59
H  -1.49  4.19  -2.52
H  -0.53  3.01  -1.91
H  0.36  3.84  -4.94
C  -6.53  0.73  -1.88
C  -5.83  -0.55  -1.54
C  -4.32  -0.75  -2.02
O  -5.93  -0.83  -0.35
H  -7.56  0.77  -1.57
H  -6.54  0.65  -2.93
H  -5.95  1.49  -1.45
H  -6.37  -1.25  -2.00
H  -4.04  -1.77  -2.09
H  -3.59  -0.21  -1.47
H  -4.31  -0.32  -3.03
H  -6.85  -0.75  -0.13

Mulliken population analysis, charges in e, atoms 1 to 6: 1.465, 3.453, -0.418, -0.565, 0.283, -1.405



# 3
Density functional theory data (wB97M-V/def2-TZVPD) for a 3-piece molecular cluster, H6O3 overall in a non-equilibrium geometry.

Its net charge is 0. As for the HOMO energy: -10.38 eV. Its HOMO-LUMO gap is 10.61 eV. The value obtained for the energy above the lowest of the compared OMol25 structures with the same formula, charge and spin is 17.96 kcal per mole.

Cartesian coordinates (Å):
O  2.32  0.04  -1.20
H  1.93  -0.21  -2.01
H  1.64  0.65  -0.68
O  -1.39  -1.30  1.24
H  -1.74  -1.80  0.48
H  -2.24  -0.84  1.24
O  0.23  1.17  0.23
H  -0.31  0.50  0.68
H  -0.42  1.80  0.01

natural (NBO) population analysis, charges in e, atoms 1 to 6: -0.985, 0.456, 0.503, -0.919, 0.468, 0.458



# 4
Density functional theory data (wB97M-V/def2-TZVPD) for C3H4KMgO3 as an isolated structure in a non-equilibrium geometry.

Its net charge is +2. As for the HOMO energy (spin up / spin down): -15.64 / -15.89 eV. Its HOMO-LUMO gap (spin up / spin down) is 5.30 / 6.12 eV. The spin multiplicity is 2. As for the expectation value of S²: 0.759. The value obtained for the energy above the lowest of the compared OMol25 structures with the same formula, charge and spin is 6.73 kcal per mole.

Cartesian coordinates (Å):
O  -2.26  0.52  0.99
C  -1.67  1.59  0.83
C  -0.26  1.70  0.36
K  -2.03  -2.06  0.58
H  -0.44  1.69  -0.75
H  0.35  1.01  0.96
H  0.13  2.70  0.61
O  0.70  -1.93  -0.35
C  1.31  -1.88  -1.41
Mg  3.82  -3.50  -1.34
O  2.42  -2.33  -1.78
H  -2.08  2.50  1.32

natural (NBO) population analysis, charges in e, atoms 1 to 6: -0.639, 0.483, -0.754, 0.989, 0.261, 0.247



# 5
Density functional theory data (wB97M-V/def2-TZVPD) for C28H60Br26O4P2 as an isolated structure in a non-equilibrium geometry.

Its net charge is 0. As for the HOMO energy: -6.70 eV. Its HOMO-LUMO gap is 6.95 eV.

Cartesian coordinates (Å):
C  1.95  -0.62  -1.80
P  2.11  1.01  -2.65
C  3.73  1.14  -3.55
O  0.78  1.32  -3.72
P  -0.65  0.95  -3.13
O  -0.81  1.14  -1.69
O  -1.78  1.73  -3.95
O  -0.88  -0.62  -3.47
H  2.91  -0.78  -1.29
H  1.82  -1.50  -2.45
H  1.19  -0.58  -1.02
H  4.32  0.23  -3.33
H  3.67  1.22  -4.64
H  4.27  1.99  -3.11
H  -2.61  1.49  -3.52
H  -0.13  -0.88  -4.03
Br  1.12  2.98  -0.74
C  2.03  4.69  -0.58
C  1.10  5.77  -0.09
Br  -0.10  6.39  -1.51
H  2.46  4.91  -1.55
H  2.82  4.53  0.15
H  1.65  6.66  0.21
H  0.47  5.44  0.73
Br  -2.39  -5.04  -1.52
C  -3.13  -3.58  -0.48
C  -2.27  -2.34  -0.60
Br  -0.66  -2.48  0.49
H  -3.22  -3.93  0.55
H  -4.12  -3.40  -0.89
H  -2.80  -1.47  -0.21
H  -1.95  -2.14  -1.61
Br  -4.31  -10.79  -1.81
C  -4.95  -9.29  -2.86
C  -4.43  -7.98  -2.34
Br  -5.37  -7.42  -0.73
H  -6.04  -9.34  -2.86
H  -4.58  -9.46  -3.87
H  -4.61  -7.18  -3.06
H  -3.38  -8.01  -2.09
Br  2.65  2.68  3.19
C  3.17  1.11  2.16
C  4.63  1.13  1.83
Br  5.00  2.38  0.39
H  2.53  1.09  1.28
H  2.93  0.26  2.80
H  4.96  0.15  1.46
H  5.26  1.41  2.67
Br  -0.16  2.01  5.49
C  -0.77  3.64  6.36
C  -0.85  4.79  5.39
Br  0.91  5.50  4.98
H  -0.09  3.83  7.18
H  -1.76  3.40  6.75
H  -1.40  5.62  5.82
H  -1.31  4.51  4.44
Br  8.47  -1.57  -3.81
C  7.68  -0.11  -4.82
C  8.30  1.21  -4.48
Br  7.66  1.87  -2.77
H  6.61  -0.14  -4.63
H  7.86  -0.36  -5.87
H  8.02  1.97  -5.20
H  9.39  1.16  -4.41
Br  -2.67  1.81  9.63
C  -3.31  3.43  10.51
C  -3.39  4.57  9.54
Br  -1.63  5.30  9.16
H  -2.64  3.62  11.34
H  -4.30  3.18  10.89
H  -3.95  5.40  9.96
H  -3.83  4.30  8.59
Br  3.56  7.16  -2.76
C  2.92  8.73  -1.81
C  2.70  9.89  -2.74
Br  4.39  10.72  -3.24
H  3.64  8.94  -1.02
H  1.98  8.42  -1.36
H  2.14  10.68  -2.24
H  2.20  9.61  -3.66
Br  2.25  -5.57  -3.18
C  1.76  -6.52  -1.55
C  1.26  -7.90  -1.85
Br  -0.56  -7.86  -2.54
H  1.02  -5.90  -1.04
H  2.67  -6.56  -0.96
H  1.21  -8.50  -0.94
H  1.86  -8.43  -2.59
Br  7.51  -1.21  2.61
C  9.20  -0.31  2.90
C  9.16  1.13  2.45
Br  9.27  1.27  0.51
H  9.96  -0.89  2.39
H  9.37  -0.36  3.98
H  10.02  1.67  2.83
H  8.25  1.64  2.75
Br  -6.60  5.56  7.98
C  -7.07  7.14  9.01
C  -6.16  8.30  8.68
Br  -4.42  8.13  9.53
H  -7.04  6.86  10.05
H  -8.09  7.37  8.72
H  -6.58  9.23  9.08
H  -5.98  8.42  7.62
Br  -4.90  -3.04  -6.74
C  -5.26  -3.74  -4.97
C  -5.47  -2.64  -3.96
Br  -3.78  -1.82  -3.45
H  -4.43  -4.39  -4.71
H  -6.17  -4.34  -5.07
H  -5.89  -3.03  -3.04
H  -6.10  -1.84  -4.33
Br  -6.89  -9.14  -6.00
C  -6.74  -11.08  -5.91
C  -5.89  -11.62  -7.03
Br  -6.86  -11.64  -8.71
H  -7.75  -11.47  -5.91
H  -6.27  -11.28  -4.95
H  -5.63  -12.66  -6.84
H  -4.99  -11.04  -7.20

Mulliken population analysis, charges in e, atoms 1 to 6: -0.967, 0.342, -1.074, -0.528, 0.855, -0.511



no.,E (eV)
1,-45670.96111
2,-72655.72162
3,-6239.47436
4,-31071.31958
5,-1877885.67118